Entry 1:
Below is a structure of composition C42H34CrN6O5 in a non-equilibrium geometry, with properties calculated with ωB97M-V/def2-TZVPD.

ORCA input file:
```
! wB97M-V def2-TZVPD RIJCOSX def2/J DEFGRID3
* xyz -1 2
Cr -0.13374 0.52488 -0.05908
O 0.74868 1.32392 -1.54102
C 1.42520 0.70416 -2.56486
C 2.15786 -0.53060 -2.00402
C 1.22872 -1.62362 -1.56784
C 1.58586 -2.91524 -1.92530
C 0.85738 -3.99031 -1.46535
C -0.23171 -3.72041 -0.66325
C -0.58883 -2.41004 -0.38543
C -1.85334 -2.18583 0.38870
C -1.70157 -1.32759 1.66523
O -1.39915 -0.04283 1.28173
C -3.04801 -1.32923 2.42731
C -3.84621 -2.45809 2.58758
C -5.06126 -2.37676 3.25420
C -5.48829 -1.17299 3.79318
C -4.67896 -0.05147 3.67828
C -3.47304 -0.13313 3.00002
C -0.66698 -1.86972 2.66472
C -0.09251 -0.95464 3.54670
C 0.78908 -1.37688 4.52678
C 1.11181 -2.72343 4.64196
C 0.56001 -3.63399 3.75744
C -0.32626 -3.20924 2.77604
N 0.12627 -1.35703 -0.83361
C 0.50445 0.21137 -3.69603
C 1.05903 -0.27946 -4.87634
C 0.24723 -0.76975 -5.88647
C -1.13295 -0.76846 -5.73280
C -1.69015 -0.25790 -4.57035
C -0.87693 0.23338 -3.55684
C 2.40495 1.72869 -3.15208
C 3.78320 1.65355 -3.01074
C 4.60238 2.66036 -3.51037
C 4.05004 3.75466 -4.15381
C 2.66944 3.84384 -4.28860
C 1.85840 2.83825 -3.79421
H 2.72578 -0.19778 -1.13083
H 2.84928 -0.94017 -2.73999
H 2.46700 -3.06527 -2.53258
H 1.13481 -5.00611 -1.71415
H -0.82512 -4.52951 -0.25912
H -2.29260 -3.15609 0.60698
H -2.55098 -1.62634 -0.24251
H -3.52873 -3.41961 2.20322
H -5.68500 -3.25836 3.34399
H -6.44143 -1.11192 4.30373
H -4.99699 0.89057 4.10862
H -2.83893 0.73666 2.88765
H -0.33835 0.09387 3.43854
H 1.22668 -0.65234 5.20379
H 1.78756 -3.05893 5.41947
H 0.82363 -4.68263 3.82696
H -0.74113 -3.93664 2.08817
H 2.13586 -0.26786 -5.00700
H 0.69077 -1.14733 -6.80036
H -1.76830 -1.15435 -6.52078
H -2.76695 -0.23523 -4.45194
H -1.29995 0.65705 -2.65424
H 4.23819 0.80921 -2.50715
H 5.67705 2.58866 -3.39131
H 4.68876 4.53857 -4.54195
H 2.22617 4.70234 -4.77778
H 0.78106 2.90555 -3.88484
C 2.54459 3.28804 2.75459
N 2.48767 1.87544 2.40487
C 3.47937 0.99829 2.75601
C 3.46188 -0.28530 2.36199
C 2.39195 -0.77999 1.49953
O 2.33237 -1.94203 1.11969
N 1.46025 0.16816 1.12315
C 1.46857 1.42567 1.59481
O 0.52478 2.16783 1.27251
H 2.66126 3.40924 3.83209
H 1.61607 3.74970 2.42556
H 3.37866 3.77320 2.24432
H 4.26372 1.40483 3.38071
H 4.23393 -0.97859 2.65890
N -3.78175 1.48610 0.11607
C -2.61730 2.18984 -0.09145
O -1.70940 1.61421 -0.76059
C -2.58553 3.53145 0.35010
C -1.46230 4.38364 0.23833
N -0.59693 5.14813 0.22708
C -3.71913 4.07059 0.99150
N -4.66807 4.49895 1.49735
H -3.63025 0.49123 0.13469
H -4.39259 1.82694 0.84213
*
```

expectation value of S²: 0.760
highest occupied orbital energy (alpha / beta): -4.904 / -4.874 eV

---

Entry 2:
Below is a structure of composition C42H34N4O4OsS2Si in a non-equilibrium geometry, with properties calculated with ωB97M-V/def2-TZVPD.

ORCA input file:
```
! wB97M-V def2-TZVPD RIJCOSX def2/J DEFGRID3
* xyz 2 5
Os -0.16529 -0.29017 -0.02591
C -4.49734 -0.22668 0.95428
O -3.65271 -0.18574 2.14562
C -2.43353 -0.30178 1.71657
N -2.22102 -0.27613 0.44103
C -3.51012 0.11029 -0.19969
C -3.66492 -0.60178 -1.52561
C -4.41230 -1.75609 -1.64632
C -4.35872 -2.51432 -2.82128
C -3.58779 -2.04455 -3.87761
C -2.91286 -0.83751 -3.80820
C -2.91419 -0.14224 -2.61698
C -1.31229 -0.42336 2.67601
C -1.34284 -0.75090 4.02213
C -0.11013 -0.90159 4.66276
C 1.09277 -0.82276 3.97705
C 1.01100 -0.49803 2.63325
N -0.14903 -0.26607 2.06989
C 2.12234 -0.35202 1.65562
N 1.84915 -0.15240 0.39152
C 3.16639 -0.05950 -0.29204
C 4.13795 -0.59669 0.78475
O 3.35378 -0.48230 2.01344
C 3.55685 1.27972 -0.87447
C 2.76602 2.41639 -0.78320
C 3.25378 3.62127 -1.26076
C 4.53261 3.69686 -1.81295
C 5.31181 2.55650 -1.91808
C 4.82074 1.35011 -1.44459
H -5.28196 0.49440 1.10217
H -4.88737 -1.23751 0.90775
H -3.43754 1.20023 -0.39350
H -5.03414 -2.09083 -0.84160
H -4.95831 -3.39463 -2.92240
H -3.53412 -2.62641 -4.78860
H -2.37047 -0.45011 -4.66048
H -2.35126 0.76131 -2.50884
H -2.26641 -0.87925 4.57858
H -0.09333 -1.13858 5.72283
H 2.03357 -0.99108 4.47250
H 3.16457 -0.75381 -1.11247
H 5.03231 -0.00464 0.86862
H 4.35329 -1.65258 0.62489
H 1.77196 2.36157 -0.39154
H 2.60905 4.50041 -1.24976
H 4.92025 4.63165 -2.18542
H 6.30627 2.56844 -2.35205
H 5.43298 0.44360 -1.53496
O 1.53101 6.47477 -0.96305
S 0.16403 6.11697 -1.11878
O -0.59908 6.55289 -2.23564
N 0.07413 4.41224 -1.04234
C -0.63154 4.02842 -0.01979
S -1.05918 2.38968 0.14539
C -1.13131 5.09688 0.90521
C -1.81339 5.02778 2.11492
C -2.03416 6.22365 2.78464
C -1.56383 7.46461 2.31251
C -0.87203 7.51866 1.09861
C -0.71371 6.32879 0.41266
H -2.16858 4.09852 2.53973
H -2.56114 6.21917 3.71514
H -1.75130 8.36456 2.87946
H -0.49044 8.44782 0.70332
C -0.48937 -4.47107 3.15445
C 0.74300 -4.27087 2.55002
C 0.79937 -3.64246 1.29266
C -0.35122 -3.26987 0.56944
C -1.57627 -3.57406 1.18661
C -1.63924 -4.14964 2.44672
Si -0.33105 -2.45996 -1.13355
C 0.91997 -3.31189 -2.18001
C 0.42653 -4.37698 -2.97305
C 1.27594 -5.26654 -3.62326
C 2.64887 -5.07273 -3.56966
C 3.16188 -4.04417 -2.79803
C 2.31137 -3.20807 -2.07783
H -0.57346 -4.92876 4.11984
H 1.66954 -4.54255 3.05798
H 1.80104 -3.49053 0.87278
H -2.51293 -3.35608 0.67157
H -2.61641 -4.36894 2.88330
H -1.65653 -2.53817 -1.75763
H -0.65391 -4.50854 -3.05632
H 0.83915 -6.08491 -4.17024
H 3.29930 -5.78033 -4.08989
H 4.23027 -3.87429 -2.76048
H 2.75526 -2.46467 -1.41932
*
```

relative energy (zero: lowest compared OMol25 entry of this formula, charge and spin): 8.25 kcal/mol
expectation value of S²: 6.054
highest occupied orbital energy (alpha / beta): -13.388 / -13.641 eV

---

Entry 3:
Below is a structure of composition C42H34N6O6ScTe in a non-equilibrium geometry, with properties calculated with ωB97M-V/def2-TZVPD.

ORCA input file:
```
! wB97M-V def2-TZVPD RIJCOSX def2/J DEFGRID3
* xyz 1 1
Sc -1.43908 1.78329 0.64044
O 1.18609 3.93370 3.17770
C 0.08822 3.39903 2.68457
O -0.29890 3.52741 1.53322
C -0.77585 2.52704 3.59639
C -0.95607 2.62320 4.95758
C -1.93972 1.81094 5.52319
C -2.75350 0.98525 4.73948
C -2.51723 0.99588 3.34751
N -1.60800 1.77809 2.84991
C -3.37051 0.26933 2.30161
O -4.24907 -0.49895 2.58324
O -3.00172 0.61564 1.07328
H 1.70000 4.28678 2.46035
H -0.29642 3.20123 5.57087
H -2.19375 1.88714 6.57544
H -3.51608 0.36326 5.17125
N -1.53486 3.38324 -3.20469
C -0.24258 2.88232 -3.38909
C 0.07578 2.27203 -2.20853
N -0.98524 2.41115 -1.34160
C -1.93082 3.11968 -1.97217
C -3.08550 3.51536 -1.19780
N -3.00817 3.37271 0.10936
C -4.22680 3.73003 0.62498
C -5.05301 4.09928 -0.42109
N -4.31418 3.97175 -1.56513
H -2.05043 3.92362 -3.89968
H 0.31441 3.03254 -4.31027
H 0.99669 1.79025 -1.96426
H -4.48606 3.70318 1.64861
H -6.11848 4.38318 -0.45815
H -4.63431 3.89668 -2.50211
C 4.48120 -2.14969 -1.60089
C 3.31945 -1.34554 -1.06109
C 3.50076 -0.03276 -0.62060
C 2.48198 0.69594 -0.00300
C 2.88991 1.98881 0.63597
O 2.14877 2.95712 0.60524
C 4.17473 2.01826 1.41453
C 4.73693 0.99669 2.16874
C 5.89873 1.22424 2.90660
C 6.49949 2.48139 2.91844
C 5.88953 3.51035 2.21643
C 4.79052 3.23728 1.39114
C 1.20746 0.12156 0.09091
O 0.18325 0.77026 0.55631
C 1.04078 -1.20061 -0.37336
C 2.09273 -1.92847 -0.85007
C -0.33065 -1.78095 -0.56811
N -0.97542 -2.35548 0.36865
C -0.39009 -2.53115 1.68620
C 0.19106 -3.93202 1.77239
Te -1.15065 -5.63000 1.51803
C -1.44616 -5.41205 -0.55045
C -0.49540 -5.84163 -1.43701
C -0.64090 -5.67083 -2.82261
C -1.83372 -5.14747 -3.29660
C -2.83310 -4.75522 -2.39893
C -2.67610 -4.91153 -1.03901
C -0.91529 -1.55874 -1.92208
C -0.16047 -1.46670 -3.08076
C -0.77946 -1.30974 -4.32335
C -2.13013 -1.26589 -4.46101
C -2.91673 -1.37468 -3.30211
C -2.32387 -1.53179 -2.05405
H 5.09125 -1.52262 -2.20673
H 4.01631 -3.00047 -2.13912
H 5.11777 -2.56722 -0.81713
H 4.51788 0.36798 -0.67525
H 4.22945 0.03221 2.17628
H 6.38895 0.40576 3.38738
H 7.43124 2.63321 3.45617
H 6.37030 4.48170 2.11188
H 4.35737 3.99351 0.78707
H 1.88624 -2.92605 -1.22324
H -1.15960 -2.34161 2.40376
H 0.33006 -1.74296 1.88993
H 0.71022 -4.10188 2.72078
H 0.95213 -4.03264 0.98345
H 0.46320 -6.25510 -1.10368
H 0.14626 -6.05566 -3.45345
H -2.05491 -5.11083 -4.36131
H -3.82836 -4.38329 -2.75418
H -3.48660 -4.59293 -0.35344
H 0.90706 -1.56328 -2.96099
H -0.14511 -1.31952 -5.21998
H -2.62928 -1.21037 -5.40619
H -3.99696 -1.42330 -3.31840
H -2.91884 -1.60890 -1.14251
*
```

relative energy (zero: lowest compared OMol25 entry of this formula, charge and spin): 12.17 kcal/mol
highest occupied orbital energy: -9.201 eV